ORCA calculation (the ωB97M-V functional and the def2-TZVPD basis) on C42H62N2O2P2S2Si2Sn as an isolated structure at a distorted geometry.

Geometry (Å):
1 Sn 0.5856 -1.1130 0.3141
2 C -4.0742 6.1766 1.9575
3 S -2.6718 6.8130 0.9831
4 C -1.2542 5.8297 1.5691
5 C -1.3827 4.2740 1.3157
6 C 0.0798 3.7086 1.3383
7 N 0.2121 2.3835 0.8274
8 P 0.7804 2.1032 -0.8677
9 C -0.3060 3.1084 -1.8639
10 C 0.1099 4.3374 -2.3396
11 C -0.5631 4.9864 -3.4018
12 C -1.7247 4.4135 -3.9057
13 C -2.2520 3.2591 -3.3153
14 C -1.6180 2.7036 -2.2227
15 C 2.3858 2.9263 -1.1228
16 C 3.2206 3.0382 -0.0231
17 C 4.4785 3.6788 -0.1029
18 C 4.9512 4.1690 -1.3181
19 C 4.1399 4.0248 -2.4457
20 C 2.9032 3.3848 -2.3571
21 P -0.1535 0.9771 1.7174
22 C -1.8434 0.9096 2.2598
23 C -2.8285 0.3342 1.4236
24 C -4.1521 0.3620 1.8781
25 C -4.5072 0.9611 3.1019
26 C -3.5699 1.7546 3.7720
27 C -2.2369 1.7135 3.3797
28 C 0.8413 0.8074 3.2520
29 C 2.1749 1.2627 3.3249
30 C 2.9053 1.2417 4.5232
31 C 2.3461 0.6709 5.6743
32 C 1.1173 0.0120 5.5413
33 C 0.3519 0.0916 4.3618
34 H -4.7932 7.0060 1.8796
35 H -3.8255 6.1046 3.0085
36 H -4.4738 5.2009 1.6191
37 H -1.1883 6.0039 2.6450
38 H -0.4099 6.2726 1.0081
39 H -1.8866 4.0339 0.3437
40 H -1.9135 3.9282 2.1863
41 H 0.4236 3.7548 2.3878
42 H 0.7292 4.4011 0.7492
43 H 1.0288 4.7889 -1.9960
44 H -0.0757 5.8489 -3.8311
45 H -2.2659 4.8900 -4.7418
46 H -3.0924 2.7437 -3.7376
47 H -2.0250 1.8362 -1.7525
48 H 2.8565 2.6041 0.8869
49 H 5.0522 3.8290 0.8286
50 H 5.8561 4.8023 -1.3622
51 H 4.4206 4.3611 -3.4191
52 H 2.2993 3.1519 -3.2437
53 H -2.6251 -0.0726 0.4493
54 H -4.9407 -0.0991 1.3095
55 H -5.4809 0.8168 3.4764
56 H -3.8061 2.2837 4.6713
57 H -1.5033 2.2228 3.9763
58 H 2.6383 1.6184 2.4240
59 H 3.8948 1.6521 4.4774
60 H 2.8879 0.7260 6.6206
61 H 0.7908 -0.6874 6.3146
62 H -0.5294 -0.5318 4.2931
63 C 2.2455 -6.0992 1.6743
64 Si 2.2740 -4.3003 1.0708
65 C 2.6088 -4.5474 -0.7916
66 C 3.7550 -3.5070 1.9517
67 C 0.7842 -3.1771 1.4432
68 Si -0.8456 -4.0844 1.7111
69 C -2.0437 -2.9142 2.5497
70 C -0.9137 -5.5503 2.9228
71 C -1.6287 -4.8622 0.2255
72 H 3.2832 -6.4345 1.6285
73 H 1.6215 -6.8554 1.1260
74 H 1.9675 -6.2042 2.7329
75 H 3.2971 -5.4263 -0.8897
76 H 3.1611 -3.7012 -1.1685
77 H 1.7169 -4.7035 -1.3548
78 H 3.3315 -2.8456 2.7430
79 H 4.4673 -2.9508 1.2990
80 H 4.2846 -4.3268 2.5043
81 H 0.9347 -2.8248 2.4971
82 H -2.0313 -3.0999 3.6251
83 H -3.0438 -3.0316 2.1151
84 H -1.8196 -1.8648 2.4900
85 H 0.0087 -5.8355 3.4313
86 H -1.3192 -6.3967 2.3225
87 H -1.6404 -5.3137 3.7660
88 H -2.0239 -4.1066 -0.4906
89 H -2.5267 -5.4915 0.5066
90 H -0.9166 -5.5369 -0.2945
91 C -0.0121 -4.8649 -4.8512
92 C 0.7058 -3.5352 -4.9851
93 C 0.9084 -2.5137 -3.8129
94 S -0.5205 -2.5827 -2.6457
95 O -0.2404 -1.3622 -1.6424
96 C -1.8569 -1.9409 -3.7715
97 C -1.4846 -0.8262 -4.7726
98 C -2.6126 -0.4565 -5.7060
99 H 0.4186 -5.5975 -5.5549
100 H -1.1012 -4.8339 -4.9252
101 H 0.2065 -5.3185 -3.8798
102 H 0.3149 -3.0260 -5.9259
103 H 1.7509 -3.8008 -5.2902
104 H 0.9489 -1.4951 -4.1582
105 H 1.8268 -2.8413 -3.2337
106 H -2.6484 -1.5760 -3.0710
107 H -2.2562 -2.8089 -4.2671
108 H -0.6912 -1.1696 -5.4348
109 H -1.0606 0.0553 -4.2040
110 H -2.9360 -1.3244 -6.3340
111 H -2.3772 0.3496 -6.4367
112 H -3.5571 -0.2119 -5.1922
113 O 4.6393 0.1467 0.2872
114 C 3.6225 -0.4490 0.0564
115 N 2.5353 -0.8185 -0.2948

Calculated values
Gap between HOMO and LUMO (eV): 5.37
Total charge: +2
2S+1: 1

---

ORCA calculation (the ωB97M-V functional and the def2-TZVPD basis) on C42H63B2CrN4O3Si as an isolated structure.

Geometry (Å):
1 Cr 1.8096 0.9628 0.0219
2 C 5.2520 2.1238 0.6089
3 C 4.3098 3.0088 -0.1489
4 C 4.7252 4.2343 -0.6321
5 C 3.7886 5.0434 -1.2888
6 C 2.5002 4.6213 -1.4638
7 C 2.1252 3.3319 -0.9821
8 N 3.0505 2.5815 -0.3164
9 N 0.9617 2.6995 -1.0835
10 Si -0.4801 3.1840 -1.8625
11 C -1.6454 4.0588 -0.6810
12 C -1.2966 1.6447 -2.5411
13 C -0.2496 4.3471 -3.3380
14 H 6.2526 2.5565 0.6251
15 H 5.2906 1.1261 0.1719
16 H 4.8976 2.0046 1.6351
17 H 5.7461 4.5565 -0.4844
18 H 4.0887 6.0174 -1.6602
19 H 1.7698 5.2376 -1.9629
20 H -2.0027 3.3788 0.0960
21 H -2.5168 4.4609 -1.2062
22 H -1.1379 4.8913 -0.1862
23 H -1.7958 1.0940 -1.7412
24 H -0.5336 0.9849 -2.9590
25 H -2.0339 1.8703 -3.3135
26 H -0.0883 5.3850 -3.0405
27 H -1.1600 4.3193 -3.9434
28 H 0.5851 4.0430 -3.9738
29 O 0.9927 -0.7419 0.6749
30 C 0.2764 -0.2855 -0.3407
31 C 2.5279 -1.6526 4.0545
32 C 3.6471 -0.7442 3.5515
33 C 4.3751 -0.1196 4.7328
34 O 3.0277 0.3036 2.8012
35 B 3.1151 0.0427 1.4178
36 O 4.0156 -1.0239 1.2468
37 C 4.5786 -1.4304 2.5004
38 C 4.5808 -2.9508 2.5669
39 C 6.0208 -0.9313 2.5327
40 H 1.8923 -1.0811 4.7321
41 H 2.9107 -2.5217 4.5932
42 H 1.9110 -1.9864 3.2185
43 H 3.6444 0.3516 5.3917
44 H 5.0770 0.6456 4.4063
45 H 4.9181 -0.8742 5.3077
46 H 3.5788 -3.3540 2.4414
47 H 4.9831 -3.3005 3.5215
48 H 5.2091 -3.3427 1.7655
49 H 6.0642 0.1552 2.4637
50 H 6.5446 -1.3427 1.6686
51 H 6.5410 -1.2477 3.4392
52 C -1.3816 0.1603 4.2343
53 C -1.0780 0.7540 2.8574
54 C -0.0134 1.8477 2.9551
55 C -2.3317 1.2955 2.2092
56 C -2.9533 2.3979 2.7918
57 C -4.1096 2.9396 2.2662
58 C -4.6447 2.3977 1.1112
59 C -4.0490 1.3122 0.4796
60 C -4.6445 0.8555 -0.8439
61 C -6.0200 0.2068 -0.6676
62 C -4.7622 2.0234 -1.8283
63 C -2.9008 0.7311 1.0608
64 N -2.3877 -0.4833 0.5044
65 B -1.1884 -0.8239 -0.2786
66 N -1.5474 -2.1034 -0.8669
67 C -2.7758 -2.5227 -0.3553
68 C -3.2685 -1.5711 0.4484
69 C -0.9704 -2.8437 -1.9427
70 C -1.5774 -2.7720 -3.2085
71 C -1.0952 -3.5876 -4.2258
72 C -0.0247 -4.4389 -4.0092
73 C 0.5895 -4.4628 -2.7709
74 C 0.1353 -3.6675 -1.7217
75 C 0.8604 -3.7037 -0.3944
76 C 0.7719 -5.0879 0.2522
77 C 2.3136 -3.2683 -0.5759
78 C -2.7304 -1.8284 -3.4978
79 C -2.5224 -1.0579 -4.8035
80 C -4.0712 -2.5662 -3.5434
81 H -0.4562 -0.1667 4.7114
82 H -2.0469 -0.7020 4.1522
83 H -1.8597 0.8945 4.8885
84 H -0.6763 -0.0429 2.2366
85 H -0.2992 2.6194 3.6765
86 H 0.1319 2.3351 1.9867
87 H 0.9381 1.4188 3.2698
88 H -2.5161 2.8329 3.6823
89 H -4.5816 3.7906 2.7417
90 H -5.5313 2.8422 0.6741
91 H -3.9773 0.1141 -1.2823
92 H -6.7291 0.9205 -0.2409
93 H -5.9806 -0.6603 -0.0095
94 H -6.4119 -0.1199 -1.6337
95 H -5.5651 2.7048 -1.5364
96 H -4.9919 1.6497 -2.8292
97 H -3.8378 2.5948 -1.8781
98 H -3.1802 -3.4941 -0.5875
99 H -4.1781 -1.5777 1.0238
100 H -1.5577 -3.5494 -5.2048
101 H 0.3404 -5.0696 -4.8109
102 H 1.4438 -5.1095 -2.6111
103 H 0.3842 -2.9837 0.2701
104 H 1.3135 -5.8354 -0.3338
105 H -0.2644 -5.4194 0.3435
106 H 1.2124 -5.0644 1.2513
107 H 2.8308 -3.9135 -1.2914
108 H 2.8491 -3.3142 0.3706
109 H 2.3666 -2.2379 -0.9254
110 H -2.7674 -1.0997 -2.6871
111 H -2.6510 -1.7062 -5.6738
112 H -1.5277 -0.6161 -4.8500
113 H -3.2553 -0.2524 -4.8814
114 H -4.0539 -3.3388 -4.3168
115 H -4.8809 -1.8702 -3.7784
116 H -4.3006 -3.0416 -2.5904

Calculated values
Gap between HOMO and LUMO (alpha / beta) (eV): 5.05 / 6.85
Total charge: -1
2S+1: 5

---

ORCA calculation (the ωB97M-V functional and the def2-TZVPD basis) on C42H63ClCrN7O3SSi as an isolated structure at a distorted geometry.

Geometry (Å):
1 Cr 0.2916 0.1901 1.6607
2 N -2.4293 -3.1120 2.4067
3 C -1.5357 -2.1873 1.9649
4 S -1.8391 -0.5345 2.4175
5 N -0.5282 -2.5976 1.2680
6 N 0.3812 -1.6237 0.9164
7 C 1.0942 -1.9631 -0.1092
8 C 2.0259 -1.1399 -0.8148
9 C 2.5128 -1.5812 -2.0552
10 C 3.3462 -0.7999 -2.8220
11 C 3.7710 0.4349 -2.3207
12 C 3.3384 0.8814 -1.0930
13 C 2.4154 0.1383 -0.3297
14 O 1.9321 0.6221 0.7761
15 H -3.3167 -2.7715 2.7298
16 H -2.3946 -4.0308 1.9978
17 H 0.8993 -2.9579 -0.5054
18 H 2.2079 -2.5634 -2.4043
19 H 3.6848 -1.1452 -3.7907
20 H 4.4458 1.0432 -2.9105
21 H 3.6685 1.8374 -0.7052
22 O -0.3585 2.3406 2.0597
23 C 0.0071 3.6549 1.6133
24 C 0.0689 3.8489 0.1160
25 C 0.1754 5.1425 -0.3863
26 C 0.2480 5.3229 -1.7560
27 C 0.2164 4.2061 -2.5748
28 C 0.1051 2.9623 -1.9780
29 N 0.0197 2.7845 -0.6623
30 H -0.6869 2.4104 2.9631
31 H 0.9867 3.9154 2.0255
32 H -0.7222 4.3683 2.0052
33 H 0.2004 5.9850 0.2946
34 H 0.3278 6.3188 -2.1726
35 H 0.2726 4.2908 -3.6513
36 H 0.0733 2.0662 -2.5837
37 C 1.8395 3.0949 4.6043
38 C 2.4866 1.7205 4.3610
39 C 3.4574 1.4989 5.5295
40 C 3.3332 1.8580 3.0866
41 Si 1.1376 0.2647 4.0977
42 C 2.0350 -1.4463 4.4955
43 C 2.4086 -1.6503 5.9708
44 C 1.1465 -2.6294 4.0807
45 C 3.3163 -1.5637 3.6555
46 C -0.2228 0.5868 5.5353
47 C 0.3898 1.0270 6.8721
48 C -1.0501 -0.6749 5.8316
49 C -1.2237 1.6770 5.1136
50 H 2.5852 3.8799 4.4333
51 H 1.4823 3.2064 5.6276
52 H 0.9999 3.2885 3.9404
53 H 4.0852 2.3917 5.6385
54 H 4.1220 0.6527 5.3593
55 H 2.9398 1.3487 6.4771
56 H 4.1151 2.6116 3.2437
57 H 2.7279 2.1679 2.2372
58 H 3.8147 0.9192 2.8139
59 H 1.5229 -1.7333 6.5994
60 H 3.0335 -0.8479 6.3590
61 H 2.9696 -2.5864 6.0742
62 H 0.1495 -2.5879 4.5174
63 H 1.6169 -3.5647 4.4060
64 H 1.0370 -2.6757 2.9999
65 H 4.0970 -0.8854 4.0011
66 H 3.1173 -1.3566 2.5997
67 H 3.7108 -2.5831 3.7327
68 H 1.1371 0.3213 7.2322
69 H -0.4033 1.0838 7.6269
70 H 0.8492 2.0121 6.8108
71 H -0.4505 -1.4476 6.3108
72 H -1.4987 -1.0839 4.9303
73 H -1.8627 -0.4205 6.5236
74 H -0.7339 2.6430 4.9476
75 H -1.9559 1.8289 5.9143
76 H -1.7836 1.3721 4.2261
77 C -0.6565 -0.1932 -7.5855
78 C -1.6303 0.2954 -6.5036
79 C -1.5587 1.8313 -6.4742
80 C -3.0538 -0.0903 -6.9374
81 C -1.2392 -0.2619 -5.0875
82 O -0.1828 0.5337 -4.5489
83 C -0.6860 -1.7117 -5.0831
84 C -1.5920 -2.9414 -5.3033
85 C -2.3272 -3.3719 -4.0538
86 C -3.7152 -3.3654 -3.9675
87 C -4.3604 -3.6948 -2.7839
88 C -3.6094 -4.0406 -1.6729
89 Cl -4.4040 -4.4194 -0.1805
90 C -2.2268 -4.0952 -1.7432
91 C -1.6003 -3.7687 -2.9339
92 C -2.4441 -0.0683 -4.1424
93 N -2.1314 0.0996 -2.7378
94 C -1.3216 -0.5755 -1.9127
95 N -1.4114 -0.1050 -0.6907
96 C -2.3112 0.9018 -0.8161
97 N -2.7718 1.0619 -2.0364
98 H -0.8265 0.3802 -8.4978
99 H -0.8089 -1.2480 -7.8212
100 H 0.3873 -0.0435 -7.2981
101 H -2.0248 2.2313 -7.3766
102 H -0.5267 2.1782 -6.4439
103 H -2.0741 2.2487 -5.6082
104 H -3.1868 0.1918 -7.9829
105 H -3.8125 0.4328 -6.3544
106 H -3.2423 -1.1600 -6.8625
107 H 0.6297 0.3456 -5.0346
108 H -0.1976 -1.8362 -4.1147
109 H 0.1146 -1.7408 -5.8248
110 H -0.9335 -3.7599 -5.6046
111 H -2.2903 -2.7817 -6.1222
112 H -4.3084 -3.0897 -4.8324
113 H -5.4398 -3.6740 -2.7212
114 H -1.6471 -4.3799 -0.8753
115 H -0.5181 -3.8206 -2.9914
116 H -3.1222 -0.9084 -4.2458
117 H -2.9838 0.8377 -4.4043
118 H -0.7023 -1.4036 -2.2098
119 H -2.6350 1.5050 0.0152

Calculated values
Gap between HOMO and LUMO (alpha / beta) (eV): 7.60 / 7.42
2S+1: 2

---

ORCA calculation (the ωB97M-V functional and the def2-TZVPD basis) on C42H63ClN2O5P2ReSi as an isolated structure at a distorted geometry.

Geometry (Å):
1 Re -0.0946 0.2975 -0.3796
2 C 1.2830 0.2412 3.1425
3 Si 0.1693 -0.7233 1.9487
4 C 0.8948 -2.4594 1.7899
5 C 1.1338 -3.2462 2.9175
6 C 1.6283 -4.5342 2.7939
7 C 1.9619 -5.0279 1.5402
8 C 1.8024 -4.2291 0.4215
9 C 1.2361 -2.9627 0.5382
10 P 1.1659 -1.8292 -0.8759
11 C 0.4521 -2.6827 -2.3674
12 C 1.3261 -3.6832 -3.1622
13 C 1.0272 -5.1789 -2.9910
14 C -0.4631 -5.4817 -2.8700
15 C -1.0647 -4.6783 -1.7228
16 C -0.9713 -3.1859 -2.0243
17 C 3.0172 -1.5459 -1.0253
18 C 3.4187 -0.6053 0.1238
19 C 4.9383 -0.4428 0.2049
20 C 5.5295 0.0020 -1.1289
21 C 5.1317 -0.9684 -2.2373
22 C 3.6063 -1.0517 -2.3512
23 C -1.5684 -0.9764 2.6809
24 C -1.8431 -1.8331 3.7462
25 C -3.1280 -1.9629 4.2516
26 C -4.1708 -1.2201 3.7145
27 C -3.9196 -0.3582 2.6625
28 C -2.6319 -0.2491 2.1465
29 P -2.2742 0.8683 0.7874
30 C -2.3723 2.6368 1.3891
31 C -1.0933 3.1275 2.1067
32 C -1.0613 2.7964 3.5992
33 C -2.2746 3.3838 4.3096
34 C -3.5323 2.7565 3.7236
35 C -3.6212 3.0165 2.2183
36 C -3.4586 0.6213 -0.6181
37 C -4.8998 1.1753 -0.5605
38 C -6.0072 0.2530 -0.0243
39 C -5.7633 -1.2358 -0.3270
40 C -4.7550 -1.4121 -1.4587
41 C -3.3976 -0.8840 -1.0007
42 H 0.8626 0.1926 4.1491
43 H 1.3970 1.2946 2.8837
44 H 2.2777 -0.2050 3.1747
45 H 0.9570 -2.8389 3.9059
46 H 1.7708 -5.1454 3.6754
47 H 2.3686 -6.0252 1.4375
48 H 2.1379 -4.5871 -0.5411
49 H 0.3259 -1.8276 -3.0304
50 H 2.3848 -3.5070 -2.9660
51 H 1.1688 -3.4394 -4.2150
52 H 1.5343 -5.5907 -2.1175
53 H 1.4435 -5.6966 -3.8558
54 H -0.6056 -6.5490 -2.7004
55 H -0.9739 -5.2276 -3.8042
56 H -0.5417 -4.9169 -0.7954
57 H -2.1135 -4.9438 -1.5793
58 H -1.3710 -2.6178 -1.1769
59 H -1.6157 -2.9791 -2.8834
60 H 3.4178 -2.5444 -0.8213
61 H 3.0514 -0.9874 1.0786
62 H 2.9582 0.3822 -0.0521
63 H 5.3772 -1.4038 0.4885
64 H 5.1825 0.2721 0.9926
65 H 6.6160 0.0551 -1.0493
66 H 5.1757 1.0083 -1.3761
67 H 5.5419 -1.9604 -2.0245
68 H 5.5431 -0.6402 -3.1921
69 H 3.3328 -1.7083 -3.1783
70 H 3.2313 -0.0629 -2.5810
71 H -1.0497 -2.4252 4.1803
72 H -3.3171 -2.6485 5.0671
73 H -5.1726 -1.3093 4.1133
74 H -4.7176 0.2427 2.2521
75 H -2.4661 3.1661 0.4347
76 H -1.0550 4.2158 1.9958
77 H -0.2016 2.7255 1.6276
78 H -0.1406 3.1921 4.0313
79 H -1.0606 1.7110 3.7363
80 H -2.2945 4.4691 4.1725
81 H -2.2197 3.1916 5.3812
82 H -4.4233 3.1727 4.1960
83 H -3.5166 1.6889 3.9345
84 H -3.7348 4.0964 2.0813
85 H -4.5236 2.5586 1.8105
86 H -2.9576 1.1957 -1.4070
87 H -5.1451 1.3967 -1.6005
88 H -4.9277 2.1337 -0.0410
89 H -6.9370 0.5762 -0.4932
90 H -6.1581 0.3891 1.0449
91 H -6.7039 -1.7264 -0.5734
92 H -5.3660 -1.7373 0.5610
93 H -5.0816 -0.8827 -2.3572
94 H -4.6625 -2.4669 -1.7204
95 H -2.6605 -1.0221 -1.7864
96 H -3.0939 -1.4785 -0.1303
97 N -0.4161 2.2765 -0.7385
98 C -0.5576 3.2589 -1.3541
99 N -0.7877 4.3659 -1.9536
100 C -2.1170 4.6286 -2.5431
101 C -1.9404 4.9425 -4.0279
102 O -1.0312 6.0064 -4.1943
103 C 0.2628 5.6701 -3.7429
104 C 0.2551 5.3671 -2.2442
105 H -2.5484 5.4923 -2.0329
106 H -2.7588 3.7573 -2.4143
107 H -2.8908 5.2625 -4.4496
108 H -1.5862 4.0439 -4.5466
109 H 0.8980 6.5327 -3.9305
110 H 0.6497 4.8021 -4.2903
111 H 0.0120 6.2717 -1.6839
112 H 1.2266 4.9881 -1.9326
113 O 1.1552 0.7113 -2.2849
114 Cl 0.1592 0.8080 -3.3747
115 O 0.0045 2.1701 -3.7331
116 O 0.5521 -0.0050 -4.4468
117 O -1.0642 0.3122 -2.7552

Calculated values
Gap between HOMO and LUMO (alpha / beta) (eV): 7.85 / 6.75
Total charge: +2
2S+1: 4